Record 1
DFT (ωB97M-V/def2-TZVPD) results for a 13-piece molecular cluster, C19H59IN26O15PS overall at a distorted geometry.

Each line ends with the Löwdin charge.
Atoms and positions in Å:
C 4.07 5.25 -2.45  -0.25
C 3.71 3.91 -3.36  -0.27
C 3.17 2.64 -2.47  -0.61
I 2.66 3.22 -0.42  0.84
C 1.98 1.75 -3.24  -0.28
C 1.41 0.56 -2.26  -0.43
O 2.31 -0.09 -1.47  -0.20
O 0.03 0.06 -2.19  -0.28
N 0.98 2.58 -3.94  -0.42
N 0.59 2.21 -5.18  -0.05
C -0.13 1.05 -5.24  -0.51
S -1.30 -0.21 -5.27  0.59
P -0.04 3.63 -3.01  0.88
C -1.67 3.85 -4.07  -0.31
O -0.65 2.93 -1.51  -0.42
H 3.13 5.80 -2.02  0.05
H 4.60 6.01 -3.18  0.07
H 4.87 4.99 -1.60  0.05
H 3.00 4.25 -4.23  0.08
H 4.73 3.60 -3.88  0.12
H 4.09 1.89 -2.39  0.08
H 2.60 1.17 -4.09  0.17
H -2.41 4.61 -3.59  0.04
H -1.42 4.19 -5.17  0.03
H -2.23 2.81 -4.17  0.05
H -0.61 3.73 -0.87  0.04
C -2.07 -3.47 -0.31  -0.73
O -2.91 -4.09 0.34  -0.01
N -2.14 -2.15 -0.52  0.17
N -1.00 -4.07 -0.86  0.17
H -1.46 -1.63 -1.05  0.08
H -2.93 -1.66 -0.13  0.09
H -0.90 -5.07 -0.72  0.09
H -0.30 -3.59 -1.39  0.11
C -4.06 -0.80 2.84  -0.68
O -4.82 -0.70 1.89  0.01
N -4.39 -0.42 4.08  0.15
N -2.81 -1.30 2.72  0.18
H -3.78 -0.49 4.88  0.10
H -5.32 -0.03 4.21  0.11
H -2.52 -1.60 1.80  0.08
H -2.17 -1.39 3.49  0.10
C -7.88 -2.33 0.50  -0.71
O -8.50 -1.85 1.44  0.00
N -8.49 -2.95 -0.53  0.16
N -6.54 -2.27 0.40  0.18
H -8.00 -3.35 -1.31  0.08
H -9.50 -3.01 -0.50  0.11
H -6.04 -1.81 1.15  0.05
H -6.02 -2.66 -0.37  0.10
C -8.11 -2.09 -4.07  -0.72
O -7.90 -3.28 -3.91  0.01
N -9.00 -1.62 -4.97  0.15
N -7.47 -1.14 -3.37  0.16
H -9.18 -0.64 -5.11  0.10
H -9.51 -2.30 -5.51  0.11
H -6.79 -1.45 -2.69  0.10
H -7.62 -0.15 -3.49  0.10
C 6.82 1.61 -0.28  -0.72
O 6.88 2.65 -0.92  0.00
N 5.85 0.70 -0.47  0.16
N 7.72 1.29 0.66  0.16
H 5.78 -0.16 0.05  0.10
H 5.15 0.90 -1.17  0.06
H 8.46 1.95 0.83  0.08
H 7.68 0.44 1.20  0.09
C 9.88 2.20 3.68  -0.71
O 10.10 2.00 2.49  0.01
N 10.48 1.50 4.66  0.15
N 9.03 3.15 4.11  0.16
H 10.32 1.65 5.64  0.09
H 11.13 0.78 4.37  0.07
H 8.56 3.70 3.40  0.05
H 8.84 3.33 5.08  0.09
C 13.79 -0.40 5.49  -0.71
O 12.61 -0.19 5.71  0.02
N 14.32 -1.63 5.47  0.15
N 14.67 0.59 5.25  0.15
H 15.29 -1.82 5.29  0.10
H 13.69 -2.41 5.65  0.11
H 14.31 1.54 5.25  0.12
H 15.65 0.44 5.06  0.10
C 1.83 7.35 -4.67  -0.70
O 2.86 6.70 -4.61  0.01
N 0.65 6.81 -5.03  0.16
N 1.78 8.66 -4.39  0.15
H -0.21 7.32 -5.08  0.10
H 0.65 5.82 -5.25  0.09
H 2.64 9.11 -4.12  0.11
H 0.94 9.21 -4.43  0.09
C -12.31 -2.75 2.80  -0.73
O -13.49 -2.54 3.02  0.01
N -11.78 -3.99 2.78  0.15
N -11.43 -1.76 2.55  0.16
H -10.81 -4.18 2.60  0.09
H -12.41 -4.76 2.96  0.09
H -11.79 -0.81 2.56  0.11
H -10.45 -1.91 2.37  0.05
C 7.70 6.33 2.23  -0.69
O 7.90 5.14 2.39  0.03
N 6.81 6.80 1.34  0.17
N 8.34 7.28 2.94  0.15
H 6.62 7.78 1.20  0.10
H 6.30 6.12 0.79  0.12
H 9.02 6.97 3.62  0.11
H 8.18 8.27 2.82  0.10
C 0.99 -7.91 -0.10  -0.72
O 0.22 -7.81 -1.05  0.02
N 0.65 -7.53 1.15  0.15
N 2.23 -8.41 -0.21  0.14
H 1.26 -7.60 1.94  0.10
H -0.28 -7.14 1.28  0.11
H 2.52 -8.71 -1.13  0.11
H 2.87 -8.50 0.56  0.09
C -13.05 -7.82 1.90  -0.72
O -13.67 -7.35 2.84  0.02
N -13.66 -8.45 0.88  0.15
N -11.71 -7.77 1.81  0.15
H -13.17 -8.85 0.10  0.10
H -14.67 -8.51 0.91  0.11
H -11.21 -7.31 2.56  0.11
H -11.19 -8.16 1.04  0.10

Output
frontier orbital gap	0.2364	hartree
total charge	-1

Record 2
DFT (ωB97M-V/def2-TZVPD) results for C2H4CsMgO2 as an isolated structure at a distorted geometry.

Each line ends with the Löwdin charge.
Atoms and positions in Å:
O -0.79 2.38 -0.06  -0.43
C 0.97 -0.52 0.43  -0.01
C 0.93 -1.41 -0.73  -0.09
O -0.13 -0.44 -0.61  -0.23
Mg -0.60 1.19 -1.58  1.20
Cs -4.98 3.18 2.84  0.99
H 0.66 -0.93 1.40  0.14
H 1.79 0.19 0.49  0.14
H 0.54 -2.42 -0.61  0.14
H 1.62 -1.22 -1.56  0.14

Output
2S+1	2
energy above the lowest of the compared OMol25 structures with the same formula, charge and spin	35.88	kJ/mol
<S²>	0.76
frontier orbital gap (alpha / beta)	0.3303 / 0.3029	hartree
total charge	+2

Record 3
DFT (ωB97M-V/def2-TZVPD) results for a 7-piece molecular cluster, C15H14BrCl24N2OS overall at a distorted geometry.

Each line ends with the Löwdin charge.
Atoms and positions in Å:
C 2.07 0.28 1.36  -0.09
O 1.46 -0.22 0.18  -0.19
C 0.97 0.82 -0.64  -0.28
C -0.47 1.19 -0.29  -0.16
C -1.45 0.11 -0.81  -0.15
C -2.21 -0.61 0.30  -0.08
N -3.61 -0.14 0.44  -0.07
C -4.58 -0.98 0.72  -0.03
C -5.91 -0.58 0.86  -0.63
Br -7.25 -1.80 1.27  0.88
C -6.17 0.76 0.73  -0.07
C -5.06 1.58 0.46  -0.61
S -5.37 3.31 0.30  0.89
N -3.82 1.16 0.30  0.14
H 3.04 0.71 1.11  0.09
H 1.45 1.04 1.84  0.08
H 2.22 -0.54 2.06  0.09
H 1.62 1.69 -0.50  0.12
H 1.08 0.53 -1.69  0.04
H -0.50 1.23 0.80  0.10
H -0.69 2.16 -0.72  0.12
H -0.84 -0.66 -1.28  0.12
H -2.10 0.50 -1.58  0.12
H -2.27 -1.67 0.07  0.13
H -1.72 -0.51 1.26  0.14
H -4.32 -2.03 0.81  0.14
H -7.17 1.16 0.83  0.12
H -4.23 3.78 0.82  -0.10
C 3.38 0.77 -4.78  -2.03
Cl 4.94 1.57 -4.56  0.49
Cl 3.53 -0.53 -5.96  0.54
Cl 2.86 0.11 -3.22  0.57
Cl 2.19 1.95 -5.35  0.53
C 7.98 4.78 -3.73  -2.04
Cl 7.45 3.18 -4.26  0.47
Cl 7.68 5.95 -5.02  0.54
Cl 7.07 5.25 -2.29  0.51
Cl 9.70 4.74 -3.36  0.54
C 7.17 2.10 0.61  -2.05
Cl 7.44 0.63 1.54  0.51
Cl 5.84 3.02 1.33  0.52
Cl 8.63 3.09 0.61  0.52
Cl 6.75 1.67 -1.05  0.50
C -9.91 -2.01 4.50  -2.05
Cl -11.44 -2.17 5.36  0.56
Cl -9.78 -0.38 3.83  0.50
Cl -8.57 -2.30 5.62  0.53
Cl -9.85 -3.20 3.19  0.45
C 10.92 -1.51 0.03  -2.05
Cl 12.09 -1.78 1.32  0.53
Cl 10.26 0.12 0.17  0.48
Cl 11.70 -1.70 -1.54  0.53
Cl 9.60 -2.69 0.17  0.52
C -8.35 -6.60 1.57  -2.05
Cl -6.79 -5.81 1.87  0.49
Cl -8.16 -7.86 0.36  0.55
Cl -8.95 -7.30 3.07  0.55
Cl -9.51 -5.39 0.99  0.48

Output
frontier orbital gap	0.2694	hartree
total charge	+1

Record 4
DFT (ωB97M-V/def2-TZVPD) results for a 4-piece molecular cluster, C2H11NO4 overall at a distorted geometry.

Each line ends with the Löwdin charge.
Atoms and positions in Å:
C -0.13 -0.08 2.30  -0.01
C -0.58 -0.05 0.88  -0.60
N 0.11 0.79 0.02  0.12
O -1.53 -0.67 0.42  0.02
H -1.06 -0.11 2.91  0.09
H 0.58 -0.82 2.58  0.08
H 0.17 0.98 2.47  0.09
H 1.16 0.80 0.04  0.06
H -0.24 0.86 -0.93  0.09
O 2.90 0.41 -0.18  -0.05
H 2.77 -0.53 -0.35  0.03
H 2.95 0.52 0.78  0.06
O -2.60 1.67 -1.72  -0.06
H -3.07 1.48 -0.90  0.04
H -2.65 0.81 -2.15  0.04
O 1.40 -1.97 -1.17  -0.06
H 0.74 -1.27 -1.01  0.01
H 0.83 -2.46 -1.78  0.06

Output
energy above the lowest of the compared OMol25 structures with the same formula, charge and spin	87.90	kJ/mol
frontier orbital gap	0.3788	hartree
SMILES	CC(N)=O.O.O.O

Record 5
DFT (ωB97M-V/def2-TZVPD) results for a 2-piece molecular cluster, HN3O4S overall at a distorted geometry.

Each line ends with the Löwdin charge.
Atoms and positions in Å:
N 2.97 1.34 0.36  0.06
N 2.04 0.77 0.43  0.04
N -2.14 1.14 0.05  -0.50
O -1.30 1.79 0.62  0.03
O -3.18 1.55 -0.45  0.02
O -0.44 -0.62 -0.75  -0.29
O -1.76 -1.07 1.32  -0.38
S -1.90 -0.77 -0.03  1.00
H 0.31 -0.68 -0.16  0.02

Output
energy above the lowest of the compared OMol25 structures with the same formula, charge and spin	0.00	kJ/mol
frontier orbital gap	0.3841	hartree